Molecular formula: C15H50N4O10
Method: DFT, wB97M-V/def2-TZVPD

Values from the calculation:
* E_HOMO: -8.3 eV
* HOMO-LUMO gap: 8.4678 eV
* structure (SMILES): NC(N)=O.NC(N)=O.CCO.CCO.CCO.CCO.CCO.CO.CO.CO
* energy above the lowest of the compared OMol25 structures with the same formula, charge and spin: 40.73 kcal per mole

Structure (ORCA input):
```
! wB97M-V def2-TZVPD RIJCOSX def2/J DEFGRID3
* xyz 0 1
N 2.4041 0.4664 4.4689
C 1.7541 1.5471 4.1984
N 2.1777 2.6784 4.7187
O 0.7225 1.5587 3.2475
H 1.9575 -0.3382 4.0661
H 3.0412 0.3672 5.2608
H 1.7050 3.5533 4.5504
H 3.1707 2.7408 5.0359
N -3.0457 -1.2870 3.3422
C -2.4200 -0.1292 3.3589
N -1.2579 -0.1531 2.6849
O -2.8500 0.8352 4.1990
H -3.9839 -1.2576 3.9075
H -2.6534 -2.1620 3.0106
H -0.6136 0.6114 2.8704
H -1.2498 -0.3394 1.6552
C -0.5596 2.1228 0.1409
C -1.3926 1.0250 -0.5993
O -1.1657 -0.2107 0.0464
H -0.8645 3.0469 -0.2127
H 0.4843 1.8164 0.0698
H -0.8526 2.1655 1.2048
H -1.0794 0.9015 -1.6927
H -2.4541 1.1823 -0.7040
H -1.2991 -0.9700 -0.5820
C 2.8366 3.3446 -0.2156
C 3.1692 2.6957 1.1253
O 4.5035 2.2142 1.1743
H 1.7860 3.7665 -0.1276
H 2.9266 2.6737 -1.0761
H 3.5210 4.1431 -0.3882
H 2.4267 2.0002 1.2863
H 3.0593 3.3972 1.9227
H 4.6303 1.5349 1.8653
C 1.6940 1.9428 -3.7567
C 3.0427 1.2931 -3.6344
O 3.9961 2.2722 -3.3240
H 1.5564 2.4985 -4.6404
H 1.4864 2.5057 -2.8235
H 0.9469 1.2046 -3.6980
H 3.3193 0.7845 -4.5608
H 2.9749 0.5549 -2.8541
H 4.6110 2.3309 -4.0458
C 1.6691 -0.9219 0.9405
C 2.2596 -0.4564 -0.3919
O 2.5524 -1.6007 -1.0757
H 2.3780 -1.5085 1.4314
H 0.7073 -1.4228 0.8656
H 1.4279 -0.0792 1.5146
H 3.2021 0.0911 -0.2886
H 1.5600 0.1356 -1.0737
H 3.0908 -2.1312 -0.5282
C -2.5240 -3.2855 1.0211
C -1.7360 -4.0850 0.0134
O -0.8823 -4.9991 0.6619
H -2.0657 -2.2936 1.2098
H -2.6291 -3.7680 1.9986
H -3.5664 -3.1793 0.8011
H -1.1424 -3.3862 -0.5761
H -2.3984 -4.6239 -0.7437
H -0.3533 -5.4438 0.0007
C 0.2925 -1.3328 -4.0961
O 0.1523 -1.6786 -2.7228
H 1.2805 -1.0291 -4.3030
H -0.4575 -0.5676 -4.3837
H 0.0587 -2.2459 -4.6850
H 0.9951 -1.9972 -2.4813
C -3.0939 -0.8163 -3.0827
O -2.5098 -1.7447 -2.2033
H -2.9869 -1.1278 -4.0951
H -2.6275 0.1255 -2.9729
H -4.1899 -0.6713 -3.0046
H -1.6140 -1.7690 -2.3387
C -4.8000 -0.4171 0.3321
O -5.3490 -1.1647 1.4242
H -5.4777 -0.3580 -0.5705
H -3.8151 -0.7246 0.0438
H -4.7798 0.6027 0.6771
H -4.7896 -1.0538 2.2065
*
```

Molecular formula: C15H50O13
Method: DFT, wB97M-V/def2-TZVPD

Values from the calculation:
* E_HOMO: -9.8 eV
* HOMO-LUMO gap: 9.8705 eV
* structure (SMILES): CC(C)O.CC(C)O.CC(C)O.OCCO.OCCO.OCCO.O.O.O.O
* energy above the lowest of the compared OMol25 structures with the same formula, charge and spin: 0.63 kcal per mole

Structure (ORCA input):
```
! wB97M-V def2-TZVPD RIJCOSX def2/J DEFGRID3
* xyz 0 1
C 4.7950 0.9420 3.9828
C 3.7304 -0.1642 3.5526
C 3.0381 -0.9099 4.7213
O 2.7623 0.4843 2.8261
H 5.6253 0.5179 4.5474
H 4.3724 1.8279 4.4569
H 5.1360 1.2420 2.9920
H 4.2564 -0.8704 2.9102
H 2.4931 -1.7840 4.3651
H 2.2666 -0.2757 5.1579
H 3.6929 -1.2804 5.5101
H 2.2647 1.0613 3.4101
C -3.6692 -1.7502 0.2293
C -4.0534 -1.9304 1.6690
C -5.3929 -1.3303 2.0097
O -4.1355 -3.2603 2.0696
H -3.3718 -0.7205 0.0307
H -4.5365 -2.0428 -0.3624
H -2.8638 -2.4523 0.0138
H -3.4185 -1.2641 2.2531
H -6.2504 -1.5900 1.3890
H -5.3783 -0.2721 1.7487
H -5.6357 -1.5225 3.0548
H -4.7645 -3.3469 2.7897
C -5.7637 0.2158 -1.6909
C -4.5967 0.5516 -2.6258
C -4.6770 -0.0507 -3.9971
O -4.4933 1.9590 -2.7101
H -6.6019 0.8498 -1.9801
H -5.4703 0.2549 -0.6418
H -6.0496 -0.8302 -1.8013
H -3.7054 0.1451 -2.1479
H -4.1946 0.5457 -4.7715
H -5.6581 -0.3131 -4.3929
H -4.2475 -1.0521 -3.9680
H -3.7142 1.8775 -3.2651
O 4.0231 0.5268 -3.4576
C 5.2479 0.6616 -2.7960
C 6.1108 1.7498 -3.5404
O 6.5701 1.1785 -4.7217
H 3.5419 -0.1816 -3.0237
H 4.8906 1.1152 -1.8715
H 5.8444 -0.2487 -2.7360
H 7.0625 1.9140 -3.0350
H 5.6761 2.7357 -3.7050
H 5.8910 0.9659 -5.3662
O 0.5165 -2.4856 -0.7190
C -0.0595 -3.2994 0.2730
C 0.8542 -4.4292 0.6388
O 1.4705 -5.2820 -0.2777
H -0.0779 -1.9250 -1.2230
H -0.3273 -2.8552 1.2317
H -1.0874 -3.5751 0.0373
H 0.3311 -5.0665 1.3518
H 1.7131 -4.0210 1.1716
H 2.0130 -5.9147 0.1987
O -1.2658 2.9247 0.0481
C -1.1986 1.5668 0.3842
C 0.2108 0.9994 0.2806
O 0.5151 0.7373 -1.0762
H -1.5354 2.9899 -0.8710
H -1.6024 1.4968 1.3942
H -1.9142 1.0097 -0.2206
H 0.2631 0.0151 0.7458
H 0.8763 1.6299 0.8702
H 1.4242 0.4989 -1.2719
O 1.7509 3.5759 2.8978
H 1.6684 2.7817 2.3700
H 1.5581 3.2915 3.7912
O 3.2002 -1.4133 -1.0789
H 2.4320 -1.9839 -1.0975
H 3.7132 -1.7255 -0.3336
O -0.7052 5.8803 0.0175
H 0.1265 6.0348 0.4654
H -1.0225 5.0528 0.3793
O -0.5041 3.2256 -2.6766
H 0.0120 2.4423 -2.4861
H 0.0015 3.9443 -2.2971
*
```

Molecular formula: C15H51N4O8
Method: DFT, wB97M-V/def2-TZVPD

Values from the calculation:
* E_HOMO: -4.0 eV
* HOMO-LUMO gap: 6.4278 eV

Structure (ORCA input):
```
! wB97M-V def2-TZVPD RIJCOSX def2/J DEFGRID3
* xyz -1 1
N 1.0048 -0.3962 0.6193
H 1.1096 0.5248 1.0203
H 1.0370 -1.1347 1.3076
H 1.7425 -0.5752 -0.0469
H 0.1845 -0.4953 0.0385
C 1.6696 3.1450 2.7839
O 1.7395 2.0635 1.8816
H 2.0882 3.0249 3.7832
H 2.3645 3.8818 2.3809
H 0.7420 3.7020 2.9160
C 3.2582 -0.9652 -3.4648
C 3.6822 -0.3551 -2.1335
O 3.1938 -1.0420 -0.9973
H 3.5218 -2.0091 -3.6345
H 3.8534 -0.3591 -4.1478
H 2.2096 -0.7158 -3.6273
H 3.3525 0.6812 -2.0601
H 4.7708 -0.3099 -2.1651
O 1.9201 2.7727 -0.8457
H 1.8082 2.8332 0.1030
H 2.3227 1.9157 -0.9858
O 4.3280 -0.7756 1.4763
H 4.0570 -0.8811 0.5643
H 4.1971 -1.6396 1.8670
O 4.4521 1.8876 1.2900
H 3.5074 1.9563 1.4281
H 4.6554 2.5876 0.6696
C -3.0248 2.8132 2.7992
C -2.5297 2.1490 1.5153
C -1.9755 3.2573 0.5071
O -1.6947 2.6346 -0.7477
C -1.4593 3.5879 -1.7856
N -1.5564 1.1661 1.9818
H -2.2333 3.4390 3.2115
H -3.5597 2.2007 3.5250
H -3.8163 3.5225 2.5572
H -3.4311 1.6566 1.1505
H -1.0950 3.7386 0.9328
H -2.8005 3.9508 0.3440
H -2.3986 3.8505 -2.2724
H -0.7549 3.2126 -2.5279
H -1.0076 4.5073 -1.4130
H -0.9651 1.1074 1.1650
H -1.0026 1.6089 2.7011
C -0.2292 -1.9430 -2.6802
C -0.8250 -0.5670 -2.3794
C -2.0046 -0.0266 -3.3127
O -1.6821 -0.0431 -4.6388
C -2.4559 0.9048 -5.3958
N -1.1772 -0.3988 -0.9907
H 0.0356 -1.8639 -3.7345
H -0.9480 -2.7528 -2.5553
H 0.6898 -2.0667 -2.1073
H -0.0436 0.1700 -2.5646
H -2.3064 0.9062 -2.8364
H -2.8810 -0.6727 -3.3633
H -2.2327 1.9429 -5.1495
H -3.5407 0.8230 -5.3278
H -2.1957 0.8094 -6.4499
H -2.0404 -0.8883 -0.8024
H -1.5045 0.5565 -0.9748
C 0.3520 -3.7916 0.4191
C -0.3529 -3.0478 1.6089
C -1.1547 -4.0190 2.5146
O -1.6117 -3.2576 3.6106
C -2.3270 -4.1111 4.5034
N 0.6502 -2.3529 2.3883
H 0.9910 -4.6004 0.7733
H 1.0460 -3.2180 -0.1952
H -0.3813 -4.1932 -0.2802
H -1.1014 -2.2995 1.3484
H -0.3985 -4.7752 2.7253
H -1.9937 -4.5683 2.0873
H -2.7934 -3.5748 5.3298
H -1.6693 -4.8884 4.8922
H -3.1474 -4.6228 4.0002
H 1.4744 -2.9165 2.5403
H 0.2924 -2.3785 3.3324
*
```

Molecular formula: C15H52F2NO19Si
Method: DFT, wB97M-V/def2-TZVPD

Values from the calculation:
* E_HOMO: -5.4 eV
* HOMO-LUMO gap: 7.1327 eV

Structure (ORCA input):
```
! wB97M-V def2-TZVPD RIJCOSX def2/J DEFGRID3
* xyz -1 1
C -0.6763 -0.1965 1.2277
C -0.8144 -1.0618 0.3139
C -1.3909 -2.1026 -0.7578
N -1.7361 -3.3465 0.0313
C -0.2192 -2.5179 -1.7658
O -0.4995 -3.1899 -2.8312
O 1.1181 -2.2396 -1.5436
C -2.7481 -1.6160 -1.4522
F -3.6786 -1.3255 -0.3842
F -3.2928 -2.7671 -2.1233
C -2.6033 -0.3860 -2.4412
C -2.3711 1.0379 -1.7208
Si -0.8079 1.9082 -2.4059
C 0.6012 0.6752 -2.8752
C -1.1718 2.9656 -3.9886
C 0.0009 3.1452 -1.1542
C -0.7670 4.4367 -0.8436
C -0.1447 5.4553 0.1209
C 1.2165 5.1526 0.7502
C 1.9933 3.8695 0.4480
C 1.3804 2.8316 -0.5158
H -0.7868 0.5190 2.1058
H -1.1269 -4.1062 -0.3082
H -1.5600 -3.1755 1.0287
H -3.5964 -0.3265 -3.0239
H -1.8061 -0.6211 -3.2181
H -2.3983 0.9677 -0.5828
H -3.2648 1.7025 -2.0271
H 0.2648 -0.1283 -3.6057
H 1.3909 1.3045 -3.4276
H 1.0935 0.2590 -1.9325
H -1.9484 3.7510 -3.6746
H -1.5225 2.3345 -4.8696
H -0.2075 3.5405 -4.2087
H -1.7697 4.6437 -1.3607
H -0.7071 6.4276 0.3473
H 1.7050 5.8886 1.4814
H 3.0225 3.6235 0.8771
H 1.9558 1.8676 -0.7242
O -3.5699 -3.8180 2.3104
H -3.6211 -3.2254 1.5470
H -4.4639 -4.1745 2.3891
O 1.4734 -0.4837 3.1240
H 1.5582 -1.1756 2.4515
H 1.9324 -0.8457 3.8941
O 2.4152 -3.0962 -4.3235
H 3.0317 -3.3003 -3.6112
H 1.6079 -2.8590 -3.8489
O 4.3721 0.1581 2.9167
H 4.3085 0.7532 2.1592
H 3.4739 -0.1913 3.0144
O -3.9114 -3.3655 5.3882
H -3.4163 -3.3007 4.5575
H -3.6907 -4.2434 5.7228
O -3.8317 -1.5191 8.0302
H -3.7237 -2.2135 7.3626
H -3.3833 -1.8716 8.8086
O 6.8537 1.9382 2.8870
H 6.8694 2.3637 2.0209
H 6.1090 1.3226 2.8328
O 9.6316 2.0738 4.7505
H 8.8560 2.2607 4.2028
H 9.6164 2.7667 5.4214
O 3.0918 1.2142 -5.2749
H 3.5849 1.2723 -6.1054
H 3.3107 0.3342 -4.9335
O -2.8710 1.6886 8.7400
H -3.6585 1.8525 8.2056
H -2.8420 0.7271 8.8218
O 4.6824 -0.8276 -3.9156
H 5.1223 -1.6509 -4.1608
H 5.1933 -0.5029 -3.1639
O -6.2408 -2.8257 2.5440
H -7.0062 -2.6527 1.9820
H -6.2762 -2.1280 3.2104
O -0.5674 -1.3090 -5.2994
H -0.0736 -1.2606 -6.1271
H -0.3495 -2.1842 -4.9444
O 0.6645 2.9213 -6.2321
H 1.4809 2.4634 -5.9833
H 0.9711 3.7405 -6.6398
O 5.6486 1.3939 -6.2375
H 6.4159 0.8101 -6.2028
H 5.6204 1.7962 -5.3599
O -3.1014 -6.3717 -0.2956
H -2.8152 -5.4569 -0.1597
H -2.5228 -6.8852 0.2805
O -6.2758 0.2917 7.7890
H -5.5046 -0.2926 7.8209
H -6.3059 0.6875 8.6684
*
```

Calculated calculated total energy (Eh), listed in the same order as above: -1572.779401 -1579.475818 -1422.923361 -2576.177034